Record 1
The following is a DFT calculation (the ωB97M-V functional and the def2-TZVPD basis) of a molecular structure, C24H18AsO6PtS3Se3Te at a distorted geometry.

2S+1: 5
E in eV: -337389.001
HOMO level (spin up / spin down) in eV: -4.66 / -5.25
Energy relative to the best compared isomer or geometry (same formula, charge and spin) in kJ/mol: 94.37
Total charge: -1

Each line ends with the Löwdin spin population.
CARTESIAN COORDINATES (ANGSTROEM)
H1 0.91 4.11 0.25  0.00
C1 -1.17 -3.66 4.33  0.00
O1 2.52 0.80 -4.25  0.02
S1 -0.23 -2.70 -1.49  0.26
C2 2.98 3.65 -0.03  0.01
H2 4.96 3.00 -0.53  0.00
O2 -1.11 3.43 -0.23  0.01
C3 0.15 -3.33 4.58  0.00
C4 3.63 -4.82 -0.26  0.01
H3 1.81 -0.04 3.62  0.01
H4 3.79 -3.34 1.29  0.00
C5 1.27 -3.49 -1.01  0.03
C6 5.04 0.29 1.52  0.00
H5 -1.44 -2.50 1.16  0.00
C7 0.32 -2.39 2.37  0.02
C8 2.83 -0.63 1.81  0.02
H6 5.76 1.52 3.12  0.00
C9 0.90 -2.70 3.59  0.01
C10 1.15 2.50 -1.13  0.02
C11 3.45 1.93 -1.61  0.00
C12 2.05 -3.04 0.07  0.01
H7 5.94 0.40 0.92  0.00
C13 2.87 -5.28 -1.33  0.00
O3 2.32 -0.77 -2.37  0.11
O4 0.34 0.34 -3.18  0.06
C14 -1.00 -2.74 2.12  0.01
C15 1.71 -4.62 -1.71  0.01
H8 0.60 -3.54 5.54  0.00
Se1 -1.32 0.29 3.84  0.28
Se2 -0.79 1.72 1.82  0.31
C16 3.90 2.87 -0.70  0.01
C17 -1.74 -3.39 3.09  0.00
H9 4.53 -5.34 0.03  0.00
Pt1 0.42 -0.39 -0.95  1.21
C18 4.94 0.92 2.75  0.01
C19 3.78 0.80 3.50  0.00
H10 -1.76 -4.14 5.10  0.00
H11 3.68 1.31 4.46  0.00
O5 -1.24 1.18 -1.03  0.06
H12 3.31 4.40 0.68  0.00
H13 1.13 -4.97 -2.55  0.00
H14 1.94 -2.46 3.79  0.00
C20 2.09 1.73 -1.83  0.02
H15 3.19 -6.15 -1.89  0.00
O6 -0.90 3.03 -2.64  0.00
Se3 0.00 3.45 3.01  0.68
C21 2.72 0.03 3.03  0.01
As1 1.33 -1.50 0.98  0.07
S2 -0.68 2.54 -1.31  0.01
C22 3.99 -0.48 1.04  0.01
H16 -2.77 -3.66 2.89  0.00
H17 4.05 -0.95 0.07  0.00
C23 1.63 3.48 -0.26  0.01
S3 1.80 0.44 -3.06  0.00
H18 4.15 1.33 -2.17  0.00
Te1 -0.18 1.15 5.74  0.68
C24 3.21 -3.70 0.44  0.00



Record 2
The following is a DFT calculation (the ωB97M-V functional and the def2-TZVPD basis) of a molecular structure, C24H18BrMgN5O2 at a distorted geometry.

E in eV: -112216.517
HOMO level in eV: -7.86
Energy relative to the best compared isomer or geometry (same formula, charge and spin) in kJ/mol: 70.41
Total charge: 0

Each line ends with the Löwdin charge.
CARTESIAN COORDINATES (ANGSTROEM)
C1 1.47 -3.17 0.62  -0.21
H1 -6.10 -2.41 0.56  0.10
H2 -4.47 -4.19 1.11  0.10
C2 0.79 -1.38 -0.81  -0.08
C3 -4.64 -0.85 0.63  -0.05
H3 0.48 -0.99 -1.77  0.12
H4 -3.68 1.59 0.52  0.13
H5 3.40 2.98 3.33  0.12
H6 -2.33 1.24 1.63  0.12
H7 -3.21 0.57 -1.85  0.15
O1 0.22 2.46 1.12  -0.06
C4 1.14 2.32 1.97  -0.64
H8 0.98 -3.41 -1.47  0.13
H9 -2.16 0.32 -4.48  0.10
C5 -1.30 0.68 -3.96  -0.05
C6 3.91 2.53 -0.37  -0.72
H10 1.74 1.76 -3.48  0.03
H11 5.69 3.39 2.34  0.11
H12 1.28 -0.17 2.17  0.12
N1 -1.84 1.02 -0.34  -0.03
H13 -1.38 -1.25 1.35  0.09
C7 -0.06 0.97 -4.49  -0.09
C8 0.73 1.42 -3.43  -0.18
O2 1.02 2.05 3.16  0.06
C9 1.24 -0.92 1.38  -0.08
C10 1.07 -2.73 -0.64  0.03
C11 -2.83 0.92 0.71  -0.15
H14 -5.36 -0.08 0.38  0.11
C12 -4.15 -3.16 1.04  -0.09
H15 -2.10 -3.61 1.47  0.10
N2 2.11 -5.62 0.99  0.19
N3 0.05 1.40 -2.28  -0.03
C13 2.55 2.51 1.43  -0.18
C14 -5.06 -2.16 0.73  -0.08
C15 3.59 2.87 2.27  0.01
Mg1 0.14 1.39 -0.32  0.60
C16 -1.21 0.95 -2.58  -0.35
C17 -3.32 -0.50 0.86  -0.22
H16 5.96 3.12 -0.12  0.10
C18 1.55 -2.24 1.66  0.03
C19 1.81 -4.53 0.83  -0.17
H17 0.26 0.87 -5.51  0.09
C20 4.85 3.09 1.73  -0.04
H18 1.85 -2.54 2.65  0.13
N4 0.88 -0.50 0.18  0.04
C21 5.01 2.94 0.36  -0.11
C22 -2.82 -2.83 1.25  -0.08
Br1 4.14 2.24 -2.23  0.80
C23 -2.18 0.83 -1.57  -0.07
C24 -2.41 -1.51 1.17  -0.04
N5 2.71 2.31 0.13  0.09



Record 3
The following is a DFT calculation (the ωB97M-V functional and the def2-TZVPD basis) of a molecular structure, C24H19AsMnO4 at a distorted geometry.

2S+1: 5
E in eV: -125509.049
HOMO level (spin up / spin down) in eV: -17.35 / -17.88
Total charge: +3

Each line ends with the Löwdin spin population.
CARTESIAN COORDINATES (ANGSTROEM)
C1 -1.99 1.74 -0.93  0.00
H1 -1.20 1.39 2.37  0.00
H2 0.46 2.77 -0.95  0.00
C2 3.80 2.35 -1.55  0.09
C3 -1.33 1.30 0.22  0.01
C4 -1.67 1.81 1.47  0.02
C5 0.43 -2.97 -1.28  0.07
C6 2.30 -0.03 4.21  0.09
H3 -2.83 -4.33 -2.77  0.00
H4 2.51 4.07 -1.60  0.01
H5 -2.82 3.30 2.53  0.00
O1 -2.28 -2.10 2.04  0.03
H6 2.89 -0.02 5.13  0.00
H7 -0.34 -2.81 -3.80  0.00
C7 0.85 -0.10 1.81  0.10
C8 2.76 0.23 -0.96  0.31
H8 0.71 -2.23 2.11  0.00
C9 1.53 0.90 -0.82  0.09
H9 -1.08 -4.90 -2.64  0.00
Mn1 -1.13 -2.18 -0.73  1.56
H10 -1.75 1.31 -1.91  0.00
C10 1.82 -1.25 3.70  0.31
H11 2.02 -2.17 4.24  0.01
C11 -1.84 -3.85 -0.55  -0.01
C12 1.31 1.12 2.32  0.29
C13 1.42 2.27 -1.07  0.10
C14 -2.60 2.85 1.56  0.00
C15 -2.97 2.74 -0.82  0.01
C16 -1.38 -2.97 -3.52  0.08
H12 4.87 0.49 -1.37  0.00
H13 2.82 -0.84 -0.77  0.01
C17 -1.77 -4.05 -2.82  0.11
C18 -1.82 -2.09 0.97  0.03
H14 2.39 2.11 3.92  0.00
C19 1.09 -1.29 2.51  0.10
C20 -3.25 3.32 0.42  0.01
O2 1.40 -3.51 -1.62  0.06
H15 -3.52 3.06 -1.71  0.00
C21 2.57 3.00 -1.42  0.32
C22 2.04 1.16 3.52  0.05
As1 0.03 -0.14 -0.01  0.02
O3 -3.28 -0.87 -2.33  0.01
H16 1.12 2.06 1.79  0.01
H17 4.68 2.91 -1.86  0.00
H18 -2.12 -2.42 -4.15  0.00
C23 -2.41 -1.37 -1.72  0.04
C24 3.90 0.98 -1.31  0.06
H19 -3.99 4.12 0.49  0.00
O4 -2.37 -4.87 -0.33  -0.03



Record 4
The following is a DFT calculation (the ωB97M-V functional and the def2-TZVPD basis) of a molecular structure, C24H19BrCaN5O.

E in eV: -123168.639
HOMO level (spin up / spin down) in eV: -10.86 / -10.88
Total charge: +1

Each line ends with the Löwdin charge.
CARTESIAN COORDINATES (ANGSTROEM)
C1 -1.55 3.62 -0.26  0.02
H1 -3.77 -2.08 -0.80  0.11
H2 1.21 5.75 -1.96  0.11
C2 5.62 -0.48 -0.33  -0.05
C3 -1.59 4.99 -0.17  -0.10
H3 2.19 -2.34 2.27  0.13
H4 -3.60 -4.51 -1.10  0.12
H5 4.64 -1.28 2.80  0.13
O1 -0.11 -2.52 2.74  0.05
H6 -1.33 -5.58 -1.14  0.11
C4 0.46 5.14 -1.49  -0.11
C5 -2.71 -3.91 -0.98  -0.05
C6 -3.70 -0.42 1.21  -0.06
C7 -0.15 -1.81 1.74  -0.54
C8 -3.80 0.25 0.05  -0.05
H7 -2.33 3.03 0.22  0.12
C9 -1.35 0.82 -0.43  -0.36
H8 0.63 -4.08 -1.47  0.12
C10 3.35 -0.98 1.13  -0.26
H9 -2.38 5.49 0.37  0.11
H10 -4.75 0.69 -0.21  0.11
H11 -2.35 -1.00 2.82  0.13
C11 -1.48 -1.57 1.04  -0.08
C12 4.59 -1.04 1.75  -0.01
H12 -1.24 0.77 0.66  0.16
C13 -1.45 -4.51 -1.04  0.00
C14 5.73 -0.79 1.02  -0.04
H13 6.71 -0.83 1.49  0.12
H14 -3.03 1.01 -1.84  0.15
Br1 -0.65 7.62 -0.66  0.84
H15 1.29 3.29 -2.13  0.12
N1 -0.37 -2.38 -1.00  -0.02
H16 -4.58 -0.45 1.85  0.12
C15 -1.59 -1.76 -0.48  -0.41
C16 -0.50 2.97 -0.96  -0.28
N2 0.87 -1.11 1.19  -0.12
C17 -0.33 -3.66 -1.16  -0.12
N3 -0.39 1.65 -1.08  0.03
C18 -0.59 5.75 -0.78  -0.67
C19 2.11 -1.30 1.92  -0.19
C20 0.50 3.78 -1.58  0.01
N4 -1.60 -0.42 -1.15  0.02
C21 4.36 -0.44 -0.87  -0.14
C22 -2.48 -1.04 1.74  -0.01
Ca1 0.97 -0.41 -0.98  1.49
H17 4.22 -0.20 -1.93  0.11
H18 6.49 -0.28 -0.95  0.11
C23 -2.81 -2.57 -0.81  0.06
H19 2.12 -0.70 2.84  0.14
C24 -2.72 0.51 -0.93  -0.16
N5 3.24 -0.68 -0.17  -0.04



Record 5
The following is a DFT calculation (the ωB97M-V functional and the def2-TZVPD basis) of a molecular structure, C24H19Cl3NO2OsPSe2 at a distorted geometry.

2S+1: 5
E in eV: -210781.410
HOMO level (spin up / spin down) in eV: -13.66 / -13.41
Energy relative to the best compared isomer or geometry (same formula, charge and spin) in kJ/mol: 146.21
Total charge: +2

Each line ends with the Löwdin spin population.
CARTESIAN COORDINATES (ANGSTROEM)
C1 2.78 -2.44 -2.42  0.00
P1 -1.38 0.98 3.25  0.07
O1 1.52 1.16 0.67  0.05
H1 -1.13 0.94 -5.26  0.00
H2 3.52 1.38 0.22  0.00
Os1 -0.09 -0.02 -0.20  1.96
H3 -0.73 5.12 5.86  0.00
H4 -3.38 2.85 2.36  0.00
O2 -1.45 -1.08 -1.23  0.25
Cl1 -3.59 -2.87 -2.01  0.03
C2 -4.02 -1.83 5.72  0.01
H5 1.50 1.69 1.49  0.02
Cl2 -0.09 1.15 -2.63  0.12
H6 4.93 -2.35 -2.38  0.00
H7 -3.79 -0.58 2.58  0.00
C3 -2.32 5.30 4.44  0.00
H8 4.96 -0.62 -0.59  0.00
Cl3 -2.93 -0.59 -6.83  0.05
C4 -1.56 0.16 -4.65  -0.01
C5 4.03 -1.00 -0.98  0.00
C6 1.63 -1.93 -1.85  0.01
C7 -2.46 -0.13 4.21  0.04
C8 -2.79 3.36 3.12  0.00
C9 -3.11 -1.68 -4.38  -0.02
C10 -2.15 -0.34 5.55  0.02
H9 0.65 -2.30 -2.15  0.00
C11 -1.73 2.70 3.73  0.01
C12 -4.33 -1.61 4.38  0.01
C13 4.01 -1.97 -1.97  0.02
H10 -4.62 -2.51 6.30  0.00
C14 -1.78 -0.94 -2.47  0.02
N1 1.64 -0.97 -0.92  0.04
C15 -0.99 3.32 4.73  0.01
C16 -1.30 4.63 5.09  0.00
H11 -3.90 5.17 3.00  0.00
H12 -3.85 -2.34 -4.81  0.00
C17 2.82 0.59 0.54  0.01
C18 -2.79 -1.78 -3.05  0.08
C19 -3.08 4.66 3.48  0.00
Se1 -1.92 0.81 1.05  0.18
Se2 0.69 0.42 3.62  0.80
H13 -1.29 0.15 6.00  0.00
C20 -1.20 0.03 -3.33  0.08
H14 -2.73 -1.34 7.35  0.00
C21 2.82 -0.51 -0.49  0.02
C22 -3.55 -0.76 3.62  0.01
C23 -2.95 -1.18 6.31  0.00
H15 -0.18 2.80 5.23  0.00
H16 2.72 -3.18 -3.20  0.00
H17 -2.52 6.33 4.68  0.00
H18 3.15 0.19 1.51  0.00
H19 -5.16 -2.12 3.92  0.00
C24 -2.50 -0.72 -5.19  0.10